# C34H57N3O2SiTb

A structure of composition C34H57N3O2SiTb (ωB97M-V/def2-TZVPD, the Open Molecules 2025 dataset).

CARTESIAN COORDINATES (ANGSTROEM)
O 0.4250 -2.7030 -1.6913
O -1.0861 -2.0103 -3.4748
C 1.8073 -2.7455 -2.2091
C 2.7390 -3.4057 -1.2280
H 2.0811 -1.6980 -2.3852
H 1.7943 -3.2638 -3.1797
H 2.7970 -2.8503 -0.2848
H 3.7412 -3.4206 -1.6634
H 2.4566 -4.4411 -1.0188
C -0.1624 -4.0334 -1.3933
C -0.1715 -4.9561 -2.5813
H -1.1728 -3.8069 -1.0368
H 0.4284 -4.4259 -0.5594
H -0.6199 -4.4801 -3.4621
H -0.7660 -5.8468 -2.3554
H 0.8399 -5.2945 -2.8291
C -2.5245 -1.8360 -3.1111
C -0.5646 -1.3171 -4.6708
C -3.2899 -3.0527 -3.5446
H -2.8600 -0.9239 -3.6154
H -2.5352 -1.6909 -2.0251
H -3.2289 -3.2015 -4.6278
H -4.3450 -2.9348 -3.2880
H -2.9242 -3.9518 -3.0373
C -0.9633 -2.0892 -5.8993
H 0.5194 -1.2718 -4.5306
H -0.9819 -0.3041 -4.6559
H -0.7253 -3.1553 -5.8024
H -0.4162 -1.7087 -6.7639
H -2.0316 -1.9805 -6.1098
H -0.3837 -2.1871 -2.6218
N 1.6510 1.0328 2.2540
C 1.5212 2.3326 2.5843
C 0.3478 3.0797 2.3513
C -0.9581 2.6704 2.0203
C 2.7098 3.0320 3.1730
H 3.5240 3.1284 2.4406
H 3.1022 2.4960 4.0467
H 2.4309 4.0398 3.4948
C -1.9760 3.7516 1.8006
H -2.7609 3.7331 2.5696
H -2.4536 3.6558 0.8163
H -1.4853 4.7282 1.8409
N -1.4143 1.3944 1.9813
C 2.8982 0.3251 2.4733
C 3.8392 0.2333 1.4245
C 3.6277 0.9693 0.1398
C 4.9888 -0.5335 1.6093
H 5.7182 -0.6202 0.7965
C 5.2103 -1.1763 2.8297
H 6.0932 -1.7973 2.9611
C 4.3124 -1.0101 3.8888
H 4.4998 -1.4709 4.8606
C 3.1639 -0.2386 3.7344
C 2.2087 -0.0656 4.8779
C -2.7835 1.0755 2.3067
C -3.7115 0.7650 1.2914
C -3.4127 1.0793 -0.1390
C -4.9700 0.2658 1.6342
H -5.6877 0.0383 0.8372
C -5.2862 0.0655 2.9751
H -6.2369 -0.3979 3.2381
C -4.4112 0.4818 3.9803
H -4.6642 0.3726 5.0321
C -3.1642 1.0246 3.6565
C -2.2121 1.4793 4.7152
Tb 0.0505 -0.0778 1.1977
H 3.3983 0.2814 -0.6876
H 4.5295 1.5299 -0.1481
H 2.8062 1.6896 0.2012
H 1.6719 0.8866 4.8417
H 2.7448 -0.1200 5.8369
H 1.4470 -0.8529 4.8875
H -3.9967 0.4348 -0.8086
H -2.3560 0.9532 -0.4116
H -3.6874 2.1224 -0.3759
H -1.2602 0.9273 4.6854
H -2.6471 1.3182 5.7077
H -1.9678 2.5486 4.6390
H 0.4776 4.1598 2.4568
C 0.3281 0.6214 -1.0865
Si 0.4687 2.2694 -1.9455
H 1.2054 0.0009 -1.3546
H -0.5602 0.0590 -1.4488
C 1.6926 2.1635 -3.3698
C 1.0561 3.6957 -0.8836
C -1.2045 2.7802 -2.6255
H -1.7548 1.9373 -3.0657
H -1.0389 3.5303 -3.4134
H -1.8349 3.2366 -1.8487
H 2.6462 1.7072 -3.0656
H 1.9076 3.1803 -3.7296
H 1.2897 1.5824 -4.2105
H 1.8840 3.4416 -0.2115
H 0.2394 4.1067 -0.2765
H 1.4120 4.4932 -1.5546
N -0.6841 -2.1175 4.0714
C -0.3978 -1.4409 3.1554

Properties
spin multiplicity = 7
total charge = +1
energy = -75054.564 eV
LUMO level (alpha / beta) = -2.431 / -2.187 eV
<S²> = 12.70
highest occupied orbital energy (alpha / beta) = -10.40 / -10.37 eV

# C34H58BFGaN4OP2

A structure of composition C34H58BFGaN4OP2 (ωB97M-V/def2-TZVPD, the Open Molecules 2025 dataset).

CARTESIAN COORDINATES (ANGSTROEM)
Ga 0.6669 0.4299 -0.0181
C -0.9713 0.4211 5.2796
C -1.2159 0.8314 3.8245
C -0.5623 2.2016 3.5654
C -2.7235 0.9504 3.5776
P -0.4620 -0.2956 2.5347
C 1.2083 -0.5849 3.2994
N 2.2473 -0.7571 2.2994
B 2.1919 -0.5095 0.9053
N 3.4902 -0.7419 0.3730
C 3.9849 -0.5397 -0.9777
P 2.6078 -0.5418 -2.2235
C 2.7770 -2.3101 -2.8541
C 1.5126 -2.6940 -3.6314
C 4.0028 -2.5470 -3.7324
C 2.8468 -3.2140 -1.6133
C 3.1848 0.7408 -3.4548
C 2.2949 0.6555 -4.7013
C 2.9141 2.0848 -2.7545
C 4.6573 0.6687 -3.8663
C 4.3275 -1.0924 1.4418
C 5.6821 -1.3781 1.4666
C 6.2582 -1.6944 2.6926
C 5.4980 -1.7198 3.8599
C 4.1380 -1.4289 3.8386
C 3.5618 -1.1173 2.6188
C -1.2267 -2.0025 2.5118
C -1.6486 -2.5365 3.8787
C -0.1971 -2.9581 1.8913
C -2.4407 -1.9366 1.5732
H -1.2875 1.2446 5.9273
H 0.0812 0.2283 5.4953
H -1.5469 -0.4573 5.5635
H -1.0603 2.9550 4.1826
H -0.6493 2.5085 2.5199
H 0.4981 2.2129 3.8289
H -3.1388 1.6879 4.2710
H -3.2497 0.0095 3.7430
H -2.9550 1.2869 2.5682
H 1.1669 -1.4603 3.9507
H 1.4407 0.2723 3.9310
H 4.6761 -1.3414 -1.2424
H 4.5424 0.3952 -1.0369
H 1.3529 -2.0614 -4.5084
H 0.6309 -2.6459 -2.9927
H 1.6036 -3.7262 -3.9824
H 3.9235 -2.0304 -4.6892
H 4.0864 -3.6180 -3.9433
H 4.9277 -2.2341 -3.2429
H 2.0984 -2.9443 -0.8637
H 3.8268 -3.1888 -1.1353
H 2.6538 -4.2468 -1.9170
H 1.2409 0.8101 -4.4498
H 2.3971 -0.2992 -5.2211
H 2.5824 1.4446 -5.4018
H 1.8782 2.1693 -2.4211
H 3.1090 2.8993 -3.4588
H 3.5582 2.2424 -1.8866
H 4.8649 -0.1846 -4.5078
H 5.3348 0.6288 -3.0115
H 4.9044 1.5720 -4.4325
H 6.2797 -1.3555 0.5628
H 7.3161 -1.9192 2.7404
H 5.9743 -1.9638 4.8009
H 3.5537 -1.4414 4.7516
H -0.8240 -2.5326 4.5952
H -1.9805 -3.5729 3.7631
H -2.4810 -1.9724 4.2995
H 0.6295 -3.1809 2.5673
H 0.2216 -2.5637 0.9626
H -0.6960 -3.9017 1.6544
H -3.1939 -1.2147 1.8949
H -2.9192 -2.9199 1.5269
H -2.1346 -1.6718 0.5573
F 0.5718 2.2142 -0.0132
C -5.4800 3.9416 -2.8007
C -4.6253 3.7646 -1.5534
N -5.1365 2.7453 -0.6344
C -6.3474 3.0631 0.1370
C -7.5632 2.2619 -0.3110
C -4.5116 1.5860 -0.3418
O -4.8668 0.8321 0.5545
C -3.3243 1.1638 -1.1726
C -3.4220 0.8415 -2.5170
C -2.3114 0.3396 -3.1752
C -1.1429 0.1564 -2.4686
N -1.0513 0.4309 -1.1615
C -2.1217 0.9351 -0.5300
H -5.0588 4.7283 -3.4291
H -6.5020 4.2272 -2.5422
H -5.5252 3.0228 -3.3890
H -4.5865 4.7084 -1.0077
H -3.6009 3.5194 -1.8218
H -6.5253 4.1315 0.0224
H -6.1413 2.8618 1.1872
H -7.7759 2.4286 -1.3687
H -8.4406 2.5608 0.2654
H -7.3939 1.1980 -0.1477
H -4.3569 0.9810 -3.0456
H -2.3503 0.0908 -4.2269
H -0.2483 -0.2069 -2.9420
H -2.0037 1.1695 0.5159

Properties
spin multiplicity = 1
total charge = +1
energy = -118554.975 eV
LUMO level = -2.799 eV
highest occupied orbital energy = -10.37 eV

# C34H58F2O11S

A cluster of 4 separate species, C34H58F2O11S in total (ωB97M-V/def2-TZVPD, the Open Molecules 2025 dataset).

CARTESIAN COORDINATES (ANGSTROEM)
C 3.1304 -2.3016 2.6350
C 3.2804 -1.5916 1.6686
C 3.4130 -0.6705 0.5097
C 2.2527 0.3571 0.6466
C 1.8307 0.9242 -0.7314
C 0.4084 1.5365 -0.7286
O 0.1824 2.1453 0.5162
C 0.3751 3.5253 0.7282
C 1.6894 3.9208 1.4212
C 1.8526 3.2895 2.8269
O 2.8158 3.7716 0.5779
C -0.7567 0.4635 -0.8936
C -0.3218 -0.9098 -1.4392
C 0.2037 -1.9014 -0.3491
C -0.2109 -3.3626 -0.6722
C 0.9366 -4.3606 -0.2977
C -1.9816 0.9405 -1.7455
F -1.9293 0.4880 -3.0506
C -3.1691 0.1565 -1.1216
C -3.9163 -0.7510 -1.8688
C -2.2212 2.4606 -1.8264
C -3.2948 2.8610 -2.8620
C -4.3619 2.1293 -3.2365
C -2.7206 3.0581 -0.4653
C -2.6683 4.5899 -0.4562
F -4.0761 2.7563 -0.2828
O -1.0819 3.2781 -2.2137
S 0.3312 2.5385 -2.2420
O 0.5687 1.7743 -3.4168
O 1.3222 3.5689 -2.1926
H 2.8014 -2.6384 3.5888
H 3.3291 -1.2843 -0.3905
H 4.3892 -0.1970 0.6256
H 2.6863 1.1937 1.1940
H 1.3887 -0.0603 1.1584
H 2.4965 1.7842 -0.9022
H 2.0234 0.2540 -1.5708
H 0.2474 4.2152 -0.1100
H -0.3808 3.8406 1.4643
H 1.5674 5.0056 1.5981
H 0.9246 2.8343 3.1844
H 2.0694 4.0925 3.5440
H 2.6970 2.5989 2.8924
H 3.6098 4.0281 1.0573
H -1.1513 0.2835 0.1119
H 0.3949 -0.8497 -2.2622
H -1.1856 -1.4265 -1.8691
H 1.2904 -1.8917 -0.4469
H -0.1302 -1.6113 0.6503
H -0.3581 -3.4724 -1.7525
H -1.0917 -3.6645 -0.0999
H 0.7184 -4.8389 0.6535
H 1.1000 -5.1041 -1.0785
H 1.8972 -3.8515 -0.1568
H -3.4274 0.2966 -0.0675
H -4.7385 -0.4496 -2.5179
H -3.7103 -1.8239 -1.7804
H -3.1918 3.8580 -3.2964
H -5.1423 1.7559 -2.5742
H -4.4904 1.9033 -4.2998
H -2.2063 2.6208 0.3993
H -1.6580 4.9830 -0.5362
H -3.3745 5.0033 -1.1774
H -3.0292 4.8778 0.5410
C 4.0377 2.2186 -3.6732
C 5.1568 2.9042 -2.9221
O 6.4036 2.2126 -3.0776
C 7.2436 2.4133 -4.1072
C 6.7547 3.1764 -5.3168
O 8.3397 1.9234 -4.0814
H 4.2219 2.2050 -4.7486
H 3.0911 2.7271 -3.4907
H 3.9459 1.1788 -3.3543
H 5.2587 3.9552 -3.1973
H 4.9407 2.8844 -1.8539
H 6.3518 2.4707 -6.0420
H 7.6037 3.6951 -5.7567
H 6.0072 3.9328 -5.0890
C 1.0565 -9.4447 3.8455
C 0.2322 -8.3475 3.2045
O 1.0530 -7.4386 2.4676
C 1.4226 -7.6351 1.1857
C 1.2211 -8.9967 0.5613
O 1.9687 -6.7500 0.5897
H 1.5615 -10.0569 3.0977
H 0.4245 -10.0937 4.4529
H 1.8303 -9.0134 4.4813
H -0.5715 -8.7413 2.5801
H -0.2442 -7.7506 3.9813
H 2.1245 -9.5887 0.7028
H 1.0478 -8.8591 -0.5036
H 0.3631 -9.5397 0.9516
C -7.3854 1.3942 3.9783
C -6.2675 2.0839 4.7324
O -5.0132 1.4317 4.5210
C -4.2039 1.6937 3.4782
C -4.7330 2.4891 2.3092
O -3.0961 1.2279 3.4596
H -7.2230 1.4278 2.9004
H -8.3438 1.8663 4.1977
H -7.4392 0.3425 4.2611
H -6.1992 3.1467 4.4950
H -6.4570 2.0178 5.8031
H -5.1345 1.8050 1.5664
H -3.9084 3.0392 1.8800
H -5.4905 3.2224 2.5798

Properties
spin multiplicity = 1
total charge = 0
energy = -74980.716 eV
SMILES string = C#CCCC[C@]1(OC[C@@H](C)O)[C@H](CCCC)[C@@](F)(C=C)[C@@](C=C)([C@@H](C)F)OS1(=O)=O.CCOC(C)=O.CCOC(C)=O.CCOC(C)=O
LUMO level = -0.709 eV
highest occupied orbital energy = -7.86 eV

# C34H58F3MnO18

A structure of composition C34H58F3MnO18 (ωB97M-V/def2-TZVPD, the Open Molecules 2025 dataset).

CARTESIAN COORDINATES (ANGSTROEM)
Mn -1.1816 1.3376 -4.3255
C -1.4024 -0.0633 -1.2039
O -0.0917 -0.3873 -1.1420
O -1.5058 0.9554 -2.1928
C -2.1358 -1.4915 -1.3660
F -3.4309 -1.3359 -1.5303
F -1.8160 -2.1643 -2.4830
F -2.0257 -2.2943 -0.2552
C 0.8841 0.4607 -0.4552
C 1.8548 -0.5628 0.1727
H 2.3395 -1.1833 -0.5810
H 2.6930 -0.0803 0.6756
H 1.3639 -1.3169 0.7879
H 0.4297 1.1080 0.2948
H 1.3361 1.1738 -1.1447
H -1.5112 0.4969 -0.2752
C 4.2089 -0.0938 7.3503
O 4.1519 -0.2865 5.8765
C 5.0167 0.2146 5.0919
O 6.0854 0.6743 5.4709
O 4.5612 0.0358 3.8746
C 5.4115 0.4207 2.8024
H 3.3479 -0.4821 7.8944
H 4.2110 0.9567 7.6408
H 5.1939 -0.4294 7.6746
H 4.9973 0.2650 1.8062
H 6.3264 -0.1681 2.8687
H 5.7998 1.4379 2.8530
C -5.2348 0.7115 -3.5890
O -5.0486 -0.3285 -4.5640
C -3.8365 -0.6159 -5.1015
O -2.8767 0.1363 -4.9431
O -3.9920 -1.6668 -5.7985
C -2.7791 -2.2970 -6.2990
H -5.3343 1.7021 -4.0330
H -4.3994 0.6782 -2.8897
H -6.1407 0.6169 -2.9904
H -3.0149 -2.9831 -7.1124
H -2.2240 -2.9933 -5.6704
H -2.2372 -1.4861 -6.7857
C 0.7208 0.7821 5.7133
C 0.3333 1.8389 4.7773
C 0.2747 1.1683 3.3856
O 0.3518 -0.2969 3.7066
C 0.4450 -0.5500 5.0721
H 0.2144 0.7724 6.6785
H 1.8030 0.8379 5.8306
H 0.9961 2.6958 4.8987
H -0.7011 2.1087 4.9900
H 1.0555 1.7396 2.8836
H -0.6243 1.5131 2.8746
H 1.2919 -1.1906 5.3182
H -0.5400 -0.9437 5.3230
C -7.1603 -3.0872 -0.2616
C -6.3392 -2.3365 0.7396
C -6.0897 -0.8976 0.1592
O -7.0172 -0.8191 -0.8434
C -7.2998 -2.0562 -1.3748
H -8.1991 -3.2722 0.0120
H -6.6899 -4.0529 -0.4464
H -5.4057 -2.8129 1.0392
H -6.8066 -2.1767 1.7112
H -5.0736 -0.7521 -0.2076
H -6.2217 -0.0302 0.8059
H -6.6993 -2.4251 -2.2063
H -8.2963 -2.0516 -1.8163
O 4.3521 -3.7768 -2.2625
C 3.2015 -3.8175 -1.8697
O 2.1813 -3.6963 -2.7596
C 0.8960 -3.8343 -2.0915
C 1.2713 -4.4314 -0.7449
C 2.6864 -4.0070 -0.4446
H 0.1259 -4.4463 -2.5611
H 0.4627 -2.8423 -1.9633
H 1.0747 -5.5028 -0.7054
H 0.5937 -3.9433 -0.0444
H 3.1400 -4.8136 0.1315
H 2.8855 -3.0614 0.0596
O -5.7911 3.8749 3.5754
C -5.0972 3.3077 2.7224
O -5.2885 3.3765 1.4248
C -4.1824 2.8636 0.6778
C -3.3990 2.0608 1.6728
C -3.8512 2.5251 3.0146
H -3.4707 3.5923 0.2897
H -4.6968 2.2099 -0.0266
H -2.3164 2.1534 1.5866
H -3.6983 1.0210 1.5417
H -3.0956 3.1351 3.5096
H -4.0546 1.5624 3.4836
O 7.2490 1.5693 -0.0968
C 6.3937 0.7841 -0.4551
O 6.4876 -0.5018 -0.1481
C 5.3817 -1.2598 -0.6585
C 4.9033 -0.3044 -1.8144
C 5.1541 1.0386 -1.1866
H 4.5572 -1.4136 0.0376
H 5.7638 -2.1782 -1.1041
H 3.8270 -0.4254 -1.9370
H 5.6142 -0.4906 -2.6194
H 4.4304 1.2483 -0.3990
H 5.3054 1.8902 -1.8500
O 0.5270 2.4435 -3.5960
C 1.5840 3.0932 -3.5113
O 1.5736 4.3757 -3.2968
C 2.8786 4.9246 -3.1198
C 3.8203 3.7645 -3.3456
C 2.9383 2.6426 -3.7231
H 3.1027 5.4142 -2.1721
H 3.0325 5.6321 -3.9345
H 4.3580 3.7239 -2.3983
H 4.5303 3.9412 -4.1535
H 3.2201 1.7757 -3.1254
H 3.1213 2.4250 -4.7754

Properties
spin multiplicity = 6
total charge = +1
energy = -112515.067 eV
LUMO level (alpha / beta) = -4.511 / -5.048 eV
<S²> = 8.75
highest occupied orbital energy (alpha / beta) = -11.43 / -11.43 eV

Q: Which value of total charge does entry 2 give?
A: +1